# C31H32AuClN5O9

C31H32AuClN5O9 as an isolated structure in a non-equilibrium geometry (ωB97M-V with the def2-TZVPD basis set, the OMol25 dataset).

Results
Energy (eV): -74746.7759
Kohn-Sham gap (eV): 5.62
Energy relative to the best compared isomer or geometry (same formula, charge and spin) (eV): 0.000
Lowest unoccupied orbital energy (eV): -5.41

Geometry as ORCA input:
```
! wB97M-V def2-TZVPD RIJCOSX def2/J DEFGRID3
* xyz 1 1
C -3.7992 2.7468 -4.1681
H -5.2525 -3.2229 -0.9397
H -4.8576 -1.8125 0.0129
O 0.0592 -0.6986 2.1954
H 2.8642 3.7268 -2.3102
N -2.1868 0.2597 0.3626
C -2.5339 2.7532 -4.7363
H -4.0233 -2.1083 -1.5250
C 2.3212 0.0639 2.6891
C 2.9272 0.2266 5.0288
H -5.9112 -2.4848 -3.6656
H 4.1769 0.2351 -0.1884
C 4.1179 0.3152 0.8940
C -3.2918 1.1789 -6.3894
H -7.5556 -1.9358 -3.2966
Au -0.1729 0.3988 0.5234
O 5.0489 2.6346 -5.3157
N -4.1215 0.6495 -0.4537
H 4.5343 1.2794 1.1933
H 4.2794 0.5774 3.4374
O -4.2983 -0.3128 -3.0500
H -4.4231 -0.9677 -3.7459
H -6.2433 2.7060 -3.2754
H -5.3340 0.5749 -6.2428
N -4.3289 0.4297 0.8675
C -6.0910 -1.4011 -1.7538
H -2.9249 -0.0190 2.3749
C 1.8941 0.4221 -4.0015
H -3.0923 0.5869 -7.2722
H 4.6958 -0.4801 1.3594
O 2.2889 -1.3461 -5.4120
C 0.7172 2.5938 -1.1338
N 4.4741 3.0680 -4.3425
H 0.3032 0.2983 -2.5918
C 1.0009 -0.3188 3.0433
C -6.1719 1.9027 -4.0112
C 1.5046 2.0644 -2.3111
O -0.3820 1.9019 -0.8211
O 1.0502 3.6074 -0.5819
H -0.3430 -0.6431 4.6591
C 2.5908 2.7923 -2.7790
H -7.6573 -2.0610 -0.4316
O 0.4091 -1.2941 -4.3576
C 2.6840 0.2555 1.3180
O 4.7729 4.0684 -3.7292
C -4.9807 -2.1697 -1.0088
H -6.9348 2.1099 -4.7649
H -6.6978 -0.1732 -4.1820
C -6.5524 0.5463 -3.3762
C -6.6337 -2.3191 -2.8612
C -4.8147 1.9412 -4.6701
C 1.6132 -0.1094 5.3766
H -1.7492 3.3805 -4.3344
H -3.9960 3.3940 -3.3194
H -4.7729 1.8480 -1.9604
H -7.5132 0.6751 -2.8759
H -6.0369 1.3623 -0.8083
O 1.8555 0.3961 0.3804
H 3.5577 0.7512 -5.3251
C 3.2691 0.3015 3.7054
C 2.9844 1.1160 -4.4858
C 0.6744 -0.3747 4.4092
C -2.8438 0.5684 -0.7517
H -2.4327 0.6894 -1.7397
H 1.3313 -0.1590 6.4201
C -2.2805 1.9520 -5.8360
C -4.5478 1.1811 -5.8059
C -5.5398 -0.0724 -2.3898
H -6.8734 -0.5891 0.1216
H -8.0359 -0.5379 -1.2182
H 3.6607 0.4419 5.7920
N 1.4989 -0.8426 -4.6475
C -5.1793 1.0232 -1.3816
C -3.1377 0.2042 1.3438
Cl -0.6959 1.9289 -6.5337
C 1.1518 0.8739 -2.9284
C 3.3078 2.3019 -3.8536
H -6.8617 -3.2950 -2.4336
C -7.2286 -1.1150 -0.7659
*
```